This record from the Open Molecules 2025 dataset describes C3H6N2OS2 in the gas phase at a distorted geometry. The level of theory is ωB97M-V/def2-TZVPD.

Structure (ORCA input):
```
! wB97M-V def2-TZVPD RIJCOSX def2/J DEFGRID3
* xyz 0 1
C -1.068 1.422 -1.457
C -0.236 0.635 -0.480
C 0.887 -2.912 0.739
H -0.529 2.212 -1.918
H -1.895 1.884 -0.838
H -1.552 0.762 -2.158
H 0.766 -0.881 1.263
H 1.467 -3.079 1.675
H 0.693 2.603 2.036
N 0.630 -1.598 0.556
N 0.292 1.032 0.601
O 0.581 -3.765 -0.044
S -0.275 -1.076 -0.803
S 0.239 2.761 0.829
*
```

As for the energy above the lowest of the compared OMol25 structures with the same formula, charge and spin: 41.92 kcal/mol. For the HOMO energy, the calculation gives -8.51 eV. The value obtained for the total energy is -1099.007113 Ha. The lowest unoccupied orbital energy comes out at 0.646 eV. For the HOMO-LUMO gap, the calculation gives 9.158 eV. As for the SMILES: C/C(=N\S)SNC=O.